1.
{"formula": "CH3IO3S", "method": "ωB97M-V with the def2-TZVPD basis set", "e_above_lowest_kj_mol": 371.2, "homo_lumo_gap_ev": 7.8, "fmax_ev_per_a": 4.25, "e_tot_ev": -26158.8835, "e_homo_ev": -9.437, "species": ["C", "O", "O", "O", "S", "I", "H", "H", "H"], "coordinates": [[-0.359, -0.790, -1.046], [-0.514, -1.442, 1.489], [-0.546, 1.027, 0.549], [2.082, 1.779, 0.818], [0.246, -0.491, 0.703], [0.573, 2.302, 1.668], [0.060, -0.060, -1.791], [-0.193, -1.763, -1.267], [-1.351, -0.560, -1.124]], "mulliken_charge": [-0.949, -0.540, -0.484, -0.614, 0.719, 0.840, 0.316, 0.373, 0.339]}

2.
{"formula": "C3H3NO2", "method": "ωB97M-V with the def2-TZVPD basis set", "e_above_lowest_kj_mol": 407.0, "homo_lumo_gap_ev": 10.5, "fmax_ev_per_a": 2.67, "e_tot_ev": -8740.9132, "e_homo_ev": -9.601, "species": ["O", "C", "N", "O", "C", "C", "H", "H", "H"], "coordinates": [[-0.236, 1.124, 1.824], [-0.197, 0.328, 0.780], [1.078, 0.334, 0.445], [1.248, -0.208, -0.783], [0.043, -0.654, -1.135], [-0.933, -0.388, -0.213], [0.948, 1.235, 1.467], [0.037, -1.160, -2.085], [-1.989, -0.612, -0.298]], "mulliken_charge": [-0.632, 0.379, -0.220, -0.190, -0.144, -0.547, 0.598, 0.412, 0.345]}

3.
{"formula": "C11H19F4GaNO4", "method": "ωB97M-V with the def2-TZVPD basis set", "charge": -1, "homo_lumo_gap_ev": 7.4, "fmax_ev_per_a": 0.93, "e_tot_ev": -84642.5076, "e_homo_ev": -4.844, "species": ["O", "C", "F", "N", "C", "O", "Ga", "C", "C", "C", "F", "F", "F", "H", "H", "H", "H", "H", "H", "H", "C", "C", "O", "C", "H", "H", "H", "H", "H", "H", "C", "C", "O", "C", "H", "H", "H", "H", "H", "H"], "coordinates": [[-3.527, 4.290, -0.625], [-4.225, 3.584, -1.281], [-5.550, 3.433, -0.946], [-3.941, 2.902, -2.416], [-2.556, 2.233, -2.467], [-1.780, 2.727, -3.234], [-2.087, 0.543, -1.346], [-0.124, 0.540, -0.801], [0.071, 1.025, 0.659], [0.063, 2.531, 0.807], [1.318, 3.011, 1.133], [-0.288, 3.209, -0.309], [-0.763, 2.962, 1.796], [-4.658, 2.206, -2.587], [-2.426, -0.744, -2.229], [-3.025, 0.602, -0.028], [0.253, -0.478, -0.872], [0.471, 1.172, -1.463], [1.024, 0.662, 1.028], [-0.752, 0.631, 1.253], [-2.027, -4.539, -2.318], [-0.803, -3.841, -1.766], [-0.871, -2.734, -1.304], [0.506, -4.603, -1.834], [-2.887, -3.882, -2.212], [-1.881, -4.774, -3.374], [-2.209, -5.468, -1.773], [0.750, -4.842, -2.871], [0.427, -5.534, -1.269], [1.299, -3.992, -1.410], [4.214, -0.218, 4.286], [3.451, 0.529, 3.213], [2.361, 0.169, 2.846], [4.119, 1.748, 2.624], [3.626, -1.068, 4.623], [5.166, -0.573, 3.889], [4.412, 0.442, 5.133], [5.069, 1.468, 2.163], [4.313, 2.483, 3.407], [3.468, 2.189, 1.873]], "mulliken_charge": [-0.493, 0.567, -0.283, -0.334, 0.316, -0.487, 0.091, -0.915, -0.567, 0.976, -0.320, -0.262, -0.309, 0.304, -0.244, -0.290, 0.468, 0.447, 0.029, 0.305, -1.103, 0.769, -0.374, -1.129, 0.261, 0.334, 0.334, 0.338, 0.332, 0.265, -1.199, 0.819, -0.489, -0.916, 0.312, 0.318, 0.325, 0.323, 0.316, 0.167]}

4.
{"formula": "C45H43AuN3O3PTe", "method": "ωB97M-V with the def2-TZVPD basis set", "e_above_lowest_kj_mol": 126.6, "charge": 1, "homo_lumo_gap_ev": [6.2, 6.3], "fmax_ev_per_a": 1.00, "s_squared": 0.7573, "e_tot_ev": -78243.7635, "spin_multiplicity": 2, "e_homo_ev": [-10.513, -10.634], "species": ["Au", "N", "C", "C", "C", "C", "C", "C", "P", "C", "C", "C", "C", "C", "C", "C", "C", "C", "C", "C", "C", "H", "H", "H", "H", "H", "H", "H", "H", "H", "H", "H", "H", "H", "H", "H", "H", "C", "C", "C", "C", "C", "C", "Te", "N", "C", "O", "C", "C", "C", "C", "C", "C", "C", "C", "C", "C", "C", "C", "C", "C", "C", "C", "H", "H", "H", "H", "H", "H", "H", "H", "H", "H", "H", "H", "H", "H", "H", "H", "H", "H", "H", "H", "H", "H", "H", "O", "C", "C", "C", "C", "O", "N", "H", "H", "H", "H"], "coordinates": [[1.188, -0.435, 0.053], [3.322, -0.734, 0.056], [3.915, -0.752, 1.368], [5.305, -0.818, 1.465], [5.925, -0.784, 2.698], [5.156, -0.680, 3.851], [3.780, -0.617, 3.757], [3.145, -0.666, 2.515], [1.248, -0.630, 2.540], [0.917, -2.212, 3.377], [-0.325, -2.499, 3.955], [-0.541, -3.710, 4.590], [0.465, -4.663, 4.649], [1.686, -4.405, 4.047], [1.910, -3.198, 3.408], [1.146, 0.813, 3.631], [1.919, 1.931, 3.322], [1.846, 3.063, 4.116], [1.011, 3.080, 5.224], [0.247, 1.964, 5.537], [0.302, 0.833, 4.738], [3.683, -1.503, -0.501], [3.601, 0.157, -0.419], [5.893, -0.878, 0.557], [7.004, -0.826, 2.761], [5.630, -0.647, 4.823], [3.179, -0.547, 4.655], [-1.131, -1.783, 3.908], [-1.508, -3.909, 5.032], [0.291, -5.605, 5.152], [2.470, -5.150, 4.069], [2.860, -3.033, 2.926], [2.578, 1.907, 2.463], [2.449, 3.930, 3.882], [0.960, 3.962, 5.848], [-0.396, 1.971, 6.407], [-0.289, -0.039, 4.980], [-1.844, -2.997, -8.136], [-1.795, -2.448, -6.737], [-2.754, -1.553, -6.280], [-2.734, -1.056, -4.984], [-3.776, -0.056, -4.550], [-1.708, -1.475, -4.132], [-1.843, -0.804, -2.034], [-0.850, -0.516, 0.038], [-1.336, -0.406, 1.221], [-0.599, -0.363, 2.292], [-2.794, -0.308, 1.543], [-3.158, 0.612, 2.529], [-4.480, 0.727, 2.921], [-5.448, -0.082, 2.342], [-5.088, -1.002, 1.369], [-3.766, -1.118, 0.967], [-0.964, 1.042, -2.546], [0.235, 1.033, -3.251], [0.824, 2.226, -3.634], [0.196, 3.424, -3.329], [-0.994, 3.426, -2.617], [-1.595, 2.241, -2.200], [-2.852, 2.285, -1.378], [-0.719, -2.358, -4.564], [0.431, -2.807, -3.695], [-0.779, -2.830, -5.872], [-2.715, -2.630, -8.676], [-1.885, -4.087, -8.117], [-0.949, -2.710, -8.690], [-3.546, -1.238, -6.951], [-4.571, 0.022, -5.289], [-3.324, 0.933, -4.431], [-4.228, -0.340, -3.597], [-2.393, 1.247, 2.955], [-4.755, 1.439, 3.688], [-6.480, 0.006, 2.654], [-5.846, -1.641, 0.935], [-3.495, -1.864, 0.235], [0.709, 0.094, -3.511], [1.757, 2.217, -4.182], [0.628, 4.361, -3.658], [-1.478, 4.367, -2.381], [-3.325, 3.264, -1.438], [-2.601, 2.094, -0.332], [-3.573, 1.533, -1.703], [0.340, -2.404, -2.685], [1.379, -2.470, -4.118], [0.468, -3.895, -3.626], [-0.016, -3.517, -6.222], [-0.430, 2.505, 0.950], [0.615, 2.763, 0.387], [1.183, 4.167, 0.181], [2.502, 3.933, -0.544], [2.615, 2.416, -0.607], [3.593, 1.807, -1.044], [1.501, 1.832, -0.103], [1.315, 4.637, 1.156], [0.469, 4.766, -0.382], [3.365, 4.339, -0.016], [2.520, 4.328, -1.560]], "lowdin_spin": [0.009, -0.001, 0.000, 0.000, 0.000, 0.000, -0.001, -0.005, -0.010, 0.000, 0.000, 0.000, -0.001, 0.000, -0.001, 0.000, 0.000, 0.000, -0.001, 0.000, 0.000, 0.000, 0.000, 0.000, 0.000, 0.000, 0.000, 0.000, 0.000, 0.000, 0.000, 0.000, 0.000, 0.000, 0.000, 0.000, 0.000, 0.000, -0.003, 0.009, 0.028, 0.018, 0.130, 0.492, 0.178, 0.018, 0.005, 0.001, 0.000, 0.000, -0.001, 0.000, -0.001, 0.019, 0.015, -0.001, 0.011, -0.001, 0.010, 0.009, 0.004, 0.023, 0.003, 0.000, 0.000, 0.000, 0.002, 0.001, 0.000, 0.009, 0.000, 0.000, 0.000, 0.000, 0.000, 0.001, 0.000, 0.001, 0.000, 0.001, 0.001, 0.005, 0.022, 0.000, 0.000, 0.000, 0.000, 0.000, 0.000, 0.000, 0.000, 0.000, 0.002, 0.000, 0.000, 0.000, 0.000]}

5.
{"formula": "C15H15N5O5", "method": "ωB97M-V with the def2-TZVPD basis set", "e_above_lowest_kj_mol": 0.0, "homo_lumo_gap_ev": 6.1, "fmax_ev_per_a": 5.73, "e_tot_ev": -33484.1404, "e_homo_ev": -8.338, "smiles": "COc1cc2nc(CCN3C(=O)N=NC3=O)c(=O)n(C)c2cc1OC", "species": ["C", "O", "C", "C", "C", "N", "C", "C", "C", "N", "C", "O", "N", "N", "C", "O", "C", "O", "N", "C", "C", "C", "C", "O", "C", "H", "H", "H", "H", "H", "H", "H", "H", "H", "H", "H", "H", "H", "H", "H"], "coordinates": [[0.158, -1.932, -4.648], [0.792, -1.370, -3.512], [0.052, -0.864, -2.513], [0.537, -1.167, -1.257], [-0.059, -0.699, -0.085], [0.517, -1.084, 1.143], [-0.090, -0.712, 2.241], [0.606, -1.098, 3.550], [1.397, 0.102, 4.077], [2.520, 0.441, 3.167], [2.520, 1.294, 2.075], [1.615, 2.043, 1.796], [3.604, 1.133, 1.262], [4.224, 0.078, 1.721], [3.548, -0.378, 2.838], [3.903, -1.345, 3.479], [-1.352, 0.060, 2.279], [-1.871, 0.337, 3.335], [-1.834, 0.508, 1.037], [-3.013, 1.370, 1.015], [-1.232, 0.063, -0.171], [-1.736, 0.374, -1.449], [-1.081, -0.028, -2.616], [-1.621, 0.294, -3.802], [-1.207, 1.576, -4.218], [-0.576, -2.725, -4.317], [-0.413, -1.165, -5.229], [0.903, -2.417, -5.308], [1.417, -1.808, -1.187], [1.317, -1.923, 3.446], [-0.108, -1.424, 4.298], [1.769, -0.157, 5.031], [0.692, 0.990, 4.182], [-3.323, 1.782, 2.007], [-2.858, 2.195, 0.272], [-3.838, 0.788, 0.622], [-2.613, 1.049, -1.530], [-1.391, 1.724, -5.275], [-0.120, 1.671, -4.042], [-1.754, 2.425, -3.715]], "mulliken_charge": [-0.629, -0.469, 0.182, -0.065, 0.341, -0.489, 0.708, -1.064, -0.801, 0.237, 0.567, -0.492, -0.187, -0.237, 0.561, -0.526, 0.396, -0.677, -0.003, -1.201, 0.349, -0.452, 0.085, -0.529, -0.831, 0.272, 0.214, 0.251, 0.469, 0.420, 0.483, 0.329, 0.419, 0.325, 0.338, 0.417, 0.370, 0.303, 0.338, 0.281]}

6.
{"formula": "C13H15Cl5O3PdS4", "method": "ωB97M-V with the def2-TZVPD basis set", "e_above_lowest_kj_mol": 2861.6, "homo_lumo_gap_ev": [5.6, 5.9], "fmax_ev_per_a": 13.75, "e_tot_ev": -129270.6430, "e_homo_ev": [-7.035, -7.404], "species": ["Pd", "C", "C", "S", "C", "C", "S", "C", "C", "S", "H", "H", "H", "H", "H", "H", "H", "H", "H", "H", "H", "H", "C", "S", "O", "O", "O", "H", "H", "H", "Cl", "C", "C", "C", "Cl", "C", "Cl", "C", "Cl", "C", "Cl"], "coordinates": [[0.914, -0.784, 0.522], [-0.639, 1.673, -3.592], [-1.615, 1.451, -2.445], [-0.940, 0.919, -0.836], [0.386, 2.145, -0.595], [1.796, 1.808, -1.109], [2.471, 0.112, -0.968], [1.745, -0.784, -2.402], [1.678, -0.028, -3.731], [0.004, 0.179, -4.407], [0.203, 2.300, -3.307], [-1.180, 2.189, -4.386], [-2.309, 0.648, -2.698], [-2.185, 2.366, -2.275], [0.413, 2.279, 0.485], [0.056, 3.076, -1.061], [2.525, 2.386, -0.539], [1.895, 2.086, -2.155], [0.763, -1.152, -2.118], [2.403, -1.650, -2.483], [2.184, -0.608, -4.503], [2.156, 0.948, -3.696], [-2.952, -0.914, 1.614], [-1.023, -2.601, 0.190], [-1.834, -3.907, -0.349], [0.385, -3.049, -0.075], [-1.642, -2.738, -1.343], [-1.650, -2.296, 2.304], [-3.969, -0.614, 1.762], [-1.234, -0.452, 0.633], [-1.502, -1.372, 1.432], [-0.524, -0.784, 2.452], [0.425, 0.314, 2.482], [1.013, 0.760, 3.632], [2.109, 2.121, 3.508], [0.731, 0.243, 4.887], [1.268, 0.981, 6.339], [-0.026, -0.937, 4.920], [-0.343, -1.731, 6.414], [-0.494, -1.456, 3.759], [-1.462, -3.128, 3.737]], "mulliken_charge": [-0.137, -0.531, -0.895, 0.653, -0.923, -0.701, -0.222, 0.138, -0.874, -0.104, 0.241, 0.422, 0.385, 0.406, 0.325, 0.596, 0.455, 0.347, -0.121, 0.506, 0.323, 0.410, -0.323, 1.314, -0.270, -0.659, -0.262, 0.612, 0.547, -0.778, -0.783, 1.682, -0.146, -0.173, -0.218, 0.192, -0.177, 0.340, -0.200, -1.078, -0.320]}

Copy entry 5 word for word.
{"formula": "C15H15N5O5", "method": "ωB97M-V with the def2-TZVPD basis set", "e_above_lowest_kj_mol": 0.0, "homo_lumo_gap_ev": 6.1, "fmax_ev_per_a": 5.73, "e_tot_ev": -33484.1404, "e_homo_ev": -8.338, "smiles": "COc1cc2nc(CCN3C(=O)N=NC3=O)c(=O)n(C)c2cc1OC", "species": ["C", "O", "C", "C", "C", "N", "C", "C", "C", "N", "C", "O", "N", "N", "C", "O", "C", "O", "N", "C", "C", "C", "C", "O", "C", "H", "H", "H", "H", "H", "H", "H", "H", "H", "H", "H", "H", "H", "H", "H"], "coordinates": [[0.158, -1.932, -4.648], [0.792, -1.370, -3.512], [0.052, -0.864, -2.513], [0.537, -1.167, -1.257], [-0.059, -0.699, -0.085], [0.517, -1.084, 1.143], [-0.090, -0.712, 2.241], [0.606, -1.098, 3.550], [1.397, 0.102, 4.077], [2.520, 0.441, 3.167], [2.520, 1.294, 2.075], [1.615, 2.043, 1.796], [3.604, 1.133, 1.262], [4.224, 0.078, 1.721], [3.548, -0.378, 2.838], [3.903, -1.345, 3.479], [-1.352, 0.060, 2.279], [-1.871, 0.337, 3.335], [-1.834, 0.508, 1.037], [-3.013, 1.370, 1.015], [-1.232, 0.063, -0.171], [-1.736, 0.374, -1.449], [-1.081, -0.028, -2.616], [-1.621, 0.294, -3.802], [-1.207, 1.576, -4.218], [-0.576, -2.725, -4.317], [-0.413, -1.165, -5.229], [0.903, -2.417, -5.308], [1.417, -1.808, -1.187], [1.317, -1.923, 3.446], [-0.108, -1.424, 4.298], [1.769, -0.157, 5.031], [0.692, 0.990, 4.182], [-3.323, 1.782, 2.007], [-2.858, 2.195, 0.272], [-3.838, 0.788, 0.622], [-2.613, 1.049, -1.530], [-1.391, 1.724, -5.275], [-0.120, 1.671, -4.042], [-1.754, 2.425, -3.715]], "mulliken_charge": [-0.629, -0.469, 0.182, -0.065, 0.341, -0.489, 0.708, -1.064, -0.801, 0.237, 0.567, -0.492, -0.187, -0.237, 0.561, -0.526, 0.396, -0.677, -0.003, -1.201, 0.349, -0.452, 0.085, -0.529, -0.831, 0.272, 0.214, 0.251, 0.469, 0.420, 0.483, 0.329, 0.419, 0.325, 0.338, 0.417, 0.370, 0.303, 0.338, 0.281]}